The following is a quantum chemistry calculation of a 12-piece molecular cluster, C5H33NO13 overall in a non-equilibrium geometry, from the OMol25 dataset.

Positions of all 52 atoms, in Å:
1 C -3.031 -2.473 -0.917
2 C -3.174 -0.880 -1.541
3 C -3.761 -0.747 -2.908
4 C -1.800 -0.159 -1.532
5 N -1.315 0.515 -0.301
6 C 0.037 0.339 -0.141
7 O 0.818 -0.326 -0.793
8 O 0.560 0.936 1.067
9 H -3.871 -3.139 -0.875
10 H -2.377 -2.682 -0.130
11 H -2.374 -3.044 -1.524
12 H -3.850 -0.568 -0.737
13 H -3.928 0.335 -2.888
14 H -4.681 -1.288 -2.965
15 H -3.170 -0.804 -3.776
16 H -1.148 -0.961 -1.822
17 H -1.946 0.549 -2.505
18 H -1.722 1.280 0.198
19 H 0.914 0.056 1.529
20 O 2.692 -1.405 4.471
21 H 3.390 -1.002 3.959
22 H 2.457 -0.703 5.051
23 O -2.283 1.925 2.953
24 H -2.431 1.006 3.470
25 H -3.082 2.133 2.483
26 O 0.792 -1.795 1.710
27 H 0.039 -2.185 2.223
28 H 1.590 -2.147 1.950
29 O 3.350 1.592 1.806
30 H 2.667 2.362 1.916
31 H 3.377 1.708 0.791
32 O 2.215 3.897 0.055
33 H 2.811 4.304 0.783
34 H 1.422 3.792 0.573
35 O 3.721 0.655 -0.730
36 H 2.796 0.214 -0.437
37 H 3.551 0.859 -1.664
38 O 0.124 0.239 -4.937
39 H -0.373 -0.379 -5.329
40 H 0.412 -0.282 -4.228
41 O -2.894 -0.780 3.862
42 H -3.346 -1.726 3.712
43 H -3.202 -0.529 4.694
44 O 2.286 -1.603 -3.094
45 H 2.818 -0.888 -3.619
46 H 2.041 -1.320 -2.183
47 O 0.174 1.423 4.315
48 H 0.056 1.017 3.415
49 H -0.541 2.023 4.512
50 O 4.211 0.520 -3.394
51 H 4.384 -0.195 -3.983
52 H 4.592 0.333 -2.547

Atoms 1-6, force components in eV/Å:
0.513 1.586 -2.795
1.018 -3.343 3.408
-1.024 1.531 1.475
-2.355 1.635 -2.002
2.046 -1.855 -1.910
1.084 0.666 2.768

## Properties
SMILES string = CC(C)CNC(=O)O.O.O.O.O.O.O.O.O.O.O.O
Orbital gap = 9.92 eV
Lowest unoccupied orbital energy = -0.24 eV
Total charge = 0
HOMO energy = -10.166 eV
Spin multiplicity = 1



The following is a quantum chemistry calculation of C16H33As3NOOsS as an isolated structure, from the OMol25 dataset.

Positions of all 56 atoms, in Å:
1 Os -1.770 -1.618 -0.613
2 C 1.847 -2.174 -1.730
3 As 0.700 -1.742 -0.234
4 C 1.111 -3.160 1.010
5 C 1.566 -0.208 0.612
6 C 1.220 1.233 0.200
7 C 2.051 2.161 1.102
8 C -0.257 1.564 0.492
9 As -1.743 0.795 -0.516
10 C -1.796 1.707 -2.216
11 C -3.215 1.617 0.414
12 C 1.543 1.530 -1.277
13 As 3.435 1.662 -1.787
14 C 4.189 3.380 -1.361
15 C 3.530 1.476 -3.697
16 H 1.793 -1.416 -2.509
17 H 1.540 -3.129 -2.152
18 H 2.865 -2.263 -1.353
19 H 2.088 -2.976 1.454
20 H 1.135 -4.103 0.468
21 H 0.356 -3.212 1.791
22 H 2.638 -0.388 0.488
23 H 1.361 -0.319 1.679
24 H 1.740 2.072 2.143
25 H 1.931 3.207 0.811
26 H 3.114 1.905 1.066
27 H -0.405 2.645 0.415
28 H -0.474 1.297 1.530
29 H -1.621 2.769 -2.049
30 H -2.796 1.576 -2.629
31 H -1.074 1.311 -2.925
32 H -3.063 2.696 0.418
33 H -3.278 1.254 1.438
34 H -4.137 1.385 -0.117
35 H 1.181 2.526 -1.558
36 H 1.109 0.803 -1.965
37 H 4.302 3.527 -0.292
38 H 3.496 4.115 -1.783
39 H 5.156 3.450 -1.856
40 H 3.083 0.546 -4.037
41 H 4.571 1.524 -4.013
42 H 2.985 2.336 -4.099
43 S -4.017 -1.709 -0.133
44 C -3.617 -1.694 1.583
45 C -4.555 -1.776 2.592
46 C -4.086 -1.778 3.902
47 C -2.723 -1.697 4.137
48 C -1.856 -1.616 3.054
49 N -2.293 -1.611 1.796
50 H -5.610 -1.845 2.364
51 H -4.783 -1.844 4.727
52 H -2.329 -1.700 5.143
53 H -0.784 -1.550 3.202
54 O -1.612 -3.840 -0.971
55 H -1.810 -4.219 -1.840
56 H -1.929 -4.481 -0.318

Atoms 1-6, force components in eV/Å:
-0.668 -0.364 0.112
-0.060 0.002 -0.065
0.461 0.099 0.122
-0.018 -0.025 0.024
-0.027 0.037 -0.077
0.009 0.049 0.046

## Properties
Orbital gap (spin up / spin down) = 8.86 / 6.12 eV
Lowest unoccupied orbital energy (spin up / spin down) = -8.38 / -11.38 eV
Total charge = +3
HOMO energy (spin up / spin down) = -17.240 / -17.497 eV
Spin multiplicity = 5



The following is a quantum chemistry calculation of C17H30F6N4O6PRuS5Sb as an isolated structure, from the OMol25 dataset.

Positions of all 71 atoms, in Å:
1 Ru 0.189 1.497 0.435
2 S 1.788 0.878 3.382
3 Sb 0.313 2.566 2.782
4 S 1.440 3.512 0.930
5 S -2.022 2.278 0.544
6 F -5.180 -2.423 1.664
7 C -4.177 -1.557 1.876
8 F -4.412 -0.463 1.166
9 F -4.190 -1.231 3.174
10 S -2.547 -2.325 1.474
11 O -1.567 -1.342 1.808
12 O -2.555 -3.566 2.196
13 N -2.829 -2.514 -0.070
14 S -1.783 -2.856 -1.166
15 O -2.384 -2.746 -2.466
16 O -0.461 -2.336 -0.953
17 C -1.537 -4.691 -1.016
18 F -0.856 -5.139 -2.089
19 F -0.831 -5.015 0.070
20 F -2.694 -5.353 -0.973
21 O 1.839 0.557 -0.575
22 P 2.921 -0.465 -0.468
23 N 2.975 -1.389 0.872
24 C 1.725 -2.021 1.356
25 C 2.118 -2.672 2.691
26 C 3.650 -2.597 2.745
27 C 3.988 -1.351 1.928
28 N 4.455 0.197 -0.535
29 C 5.068 0.453 -1.838
30 C 4.765 1.924 -2.167
31 C 4.478 2.577 -0.797
32 C 4.621 1.446 0.236
33 N 2.733 -1.489 -1.745
34 C 1.845 -1.210 -2.879
35 C 1.561 -2.596 -3.496
36 C 2.202 -3.607 -2.532
37 C 3.322 -2.808 -1.870
38 H 1.365 -2.741 0.620
39 H 0.949 -1.277 1.513
40 H 1.756 -3.699 2.753
41 H 1.676 -2.101 3.507
42 H 4.095 -3.482 2.280
43 H 4.032 -2.521 3.766
44 H 4.984 -1.379 1.489
45 H 3.876 -0.452 2.542
46 H 4.699 -0.251 -2.584
47 H 6.150 0.302 -1.742
48 H 3.886 1.993 -2.811
49 H 5.600 2.391 -2.693
50 H 3.460 2.958 -0.751
51 H 5.152 3.406 -0.575
52 H 3.876 1.529 1.034
53 H 5.617 1.438 0.691
54 H 2.332 -0.552 -3.610
55 H 0.942 -0.713 -2.526
56 H 2.026 -2.672 -4.483
57 H 0.494 -2.764 -3.614
58 H 2.556 -4.507 -3.037
59 H 1.485 -3.896 -1.766
60 H 4.223 -2.788 -2.505
61 H 3.612 -3.186 -0.889
62 C -2.546 0.793 -2.132
63 O -1.216 1.135 -1.785
64 C -1.050 2.261 -0.911
65 C -0.794 3.515 -1.698
66 H -3.131 0.542 -1.245
67 H -2.496 -0.075 -2.788
68 H -3.036 1.625 -2.655
69 H -1.645 3.742 -2.354
70 H 0.097 3.379 -2.318
71 H -0.621 4.346 -1.019

Atoms 1-6, force components in eV/Å:
0.112 0.188 0.395
-0.079 -0.009 -0.111
-0.077 0.095 0.220
-0.072 -0.051 -0.298
0.161 -0.051 0.048
-0.057 -0.002 -0.002

## Properties
Orbital gap = 5.82 eV
Lowest unoccupied orbital energy = 4.46 eV
Total charge = -2
HOMO energy = -1.363 eV
Spin multiplicity = 1



The following is a quantum chemistry calculation of C28H25N5O4W as an isolated structure, from the OMol25 dataset.

Positions of all 63 atoms, in Å:
1 W -0.283 -0.719 -0.640
2 C 1.768 2.765 -2.471
3 C 1.428 1.468 -2.085
4 N 0.332 1.207 -1.379
5 C -0.471 2.244 -1.019
6 C -0.229 3.566 -1.391
7 C 0.936 3.810 -2.143
8 C -1.159 4.580 -0.979
9 C -2.238 4.271 -0.226
10 C -2.483 2.920 0.194
11 C -3.557 2.523 1.016
12 C -3.692 1.205 1.382
13 C -2.769 0.265 0.924
14 N -1.747 0.616 0.147
15 C -1.601 1.923 -0.213
16 H 2.675 2.931 -3.034
17 H 2.043 0.618 -2.355
18 H 1.176 4.820 -2.453
19 H -0.973 5.603 -1.280
20 H -2.929 5.043 0.085
21 H -4.269 3.263 1.361
22 H -4.504 0.881 2.016
23 H -2.847 -0.787 1.167
24 N 1.604 -0.451 2.994
25 N 2.351 -1.439 2.350
26 C 2.134 -1.802 1.078
27 O 2.686 -2.644 0.445
28 O 1.108 -1.038 0.474
29 H 2.224 0.282 3.319
30 H 1.127 -0.854 3.791
31 H 3.065 -1.968 2.833
32 C -5.798 1.319 -4.025
33 C -4.295 1.298 -3.943
34 C -3.564 2.313 -4.553
35 C -2.181 2.324 -4.523
36 C -1.494 1.315 -3.868
37 C -2.216 0.300 -3.258
38 N -1.576 -0.766 -2.499
39 C -0.401 -1.494 -2.886
40 C 0.384 -1.221 -4.019
41 C 1.553 -1.912 -4.200
42 C 1.978 -2.887 -3.278
43 C 1.172 -3.238 -2.232
44 C -0.067 -2.577 -2.013
45 C -1.075 -3.203 -1.052
46 O -1.293 -4.359 -0.925
47 O -1.582 -2.195 -0.301
48 C -3.614 0.268 -3.279
49 C -4.364 -0.865 -2.618
50 H -6.137 2.196 -4.572
51 H -6.257 1.345 -3.035
52 H -6.180 0.438 -4.542
53 H -4.092 3.101 -5.073
54 H -1.631 3.113 -5.019
55 H -0.416 1.332 -3.851
56 H -2.306 -1.412 -2.207
57 H 0.041 -0.509 -4.754
58 H 2.151 -1.714 -5.080
59 H 2.913 -3.406 -3.433
60 H 1.433 -4.054 -1.572
61 H -4.122 -1.832 -3.071
62 H -5.436 -0.741 -2.717
63 H -4.156 -0.933 -1.545

Atoms 1-6, force components in eV/Å:
0.273 -0.070 0.233
0.001 0.072 -0.010
-0.026 -0.050 0.020
0.122 0.093 -0.079
-0.011 0.038 0.014
-0.004 -0.087 0.020

## Properties
Orbital gap = 6.90 eV
Lowest unoccupied orbital energy = -7.39 eV
Total charge = +2
HOMO energy = -14.287 eV
Spin multiplicity = 1